Computed, not measured: a 3-piece molecular cluster, C6H18O3 overall, with ωB97M-V/def2-TZVPD.

Values from the calculation:
- Orbital gap: 10.07 eV
- LUMO energy: 0.61 eV
- Energy above the lowest of the compared OMol25 structures with the same formula, charge and spin: 1.5848 eV
- Total energy: -465.0516 Ha
- SMILES string: CCO.CCO.CCO

Structure (XYZ):
```
27
C6H18O3 | the Open Molecules 2025 dataset | ωB97M-V/def2-TZVPD
C 19.683 21.301 -17.127
C 19.858 22.682 -16.492
O 19.122 23.642 -17.165
H 18.857 20.850 -16.577
H 20.583 20.718 -16.929
H 19.619 21.322 -18.215
H 20.902 22.986 -16.421
H 19.522 22.564 -15.462
H 18.264 23.540 -16.747
C 15.791 22.190 -17.602
C 15.827 22.531 -16.123
O 16.588 23.688 -16.030
H 15.284 21.237 -17.756
H 16.750 21.881 -18.019
H 15.397 22.949 -18.277
H 16.257 21.656 -15.634
H 14.871 22.736 -15.640
H 16.134 24.383 -16.513
C 15.131 26.881 -15.495
C 15.634 26.902 -16.964
O 15.073 25.693 -17.373
H 15.037 27.852 -15.008
H 15.797 26.129 -15.072
H 14.121 26.477 -15.423
H 16.718 27.003 -17.025
H 15.195 27.678 -17.590
H 14.301 25.949 -17.883
```